C4H8OS | ωB97M-V/def2-TZVPD

Results
E_HOMO (spin up / spin down)	-5.3 / -9.3	eV
gap between HOMO and LUMO (spin up / spin down)	5.974 / 7.211	eV
2S+1	3
relative energy (zero: lowest compared OMol25 entry of this formula, charge and spin)	71.0	kcal/mol
F_max	8.17	eV Å⁻¹
E_tot	-630.38987	Eh

Last column: natural (NBO) charge in e.
Geometry (Å):
1 H -0.605 1.478 -1.820  0.17
2 C -0.062 0.578 -1.671  -0.29
3 C 0.139 0.041 -0.457  0.06
4 H -0.355 -0.575 1.291  0.22
5 H 1.396 -1.343 -1.331  0.22
6 C -0.377 0.418 0.851  -0.67
7 H 0.624 -2.111 0.050  0.22
8 O 2.797 0.573 0.103  -1.00
9 H 0.248 0.129 -2.588  0.17
10 H 0.481 1.012 1.249  0.24
11 H 2.013 -0.804 1.713  -0.01
12 C 0.991 -1.179 -0.395  -0.65
13 H -1.246 1.032 0.846  0.23
14 S 2.574 -0.837 0.430  1.09



C4H8OS2 | ωB97M-V/def2-TZVPD

Results
E_HOMO	-8.8	eV
gap between HOMO and LUMO	9.400	eV
SMILES	C[C@@]1(S)[C@@H](O)[C@@H]1S
relative energy (zero: lowest compared OMol25 entry of this formula, charge and spin)	37.3	kcal/mol
F_max	2.00	eV Å⁻¹
E_tot	-1028.76352	Eh

Last column: natural (NBO) charge in e.
Geometry (Å):
1 H -0.344 -1.898 0.088  0.24
2 O -0.187 -0.449 -2.174  -0.70
3 H -1.602 0.696 -1.176  0.20
4 S -2.158 -0.905 1.347  0.01
5 C 0.110 0.340 0.168  -0.20
6 H 0.549 2.742 0.300  0.13
7 C 1.625 0.147 0.310  -0.61
8 H -1.358 -1.024 2.454  0.13
9 C -0.809 -0.898 0.218  -0.41
10 H -0.739 -1.152 -2.530  0.47
11 H 1.866 0.217 1.389  0.23
12 C -0.782 0.018 -0.989  0.08
13 S -0.372 1.902 0.891  -0.02
14 H 2.233 1.039 -0.128  0.21
15 H 1.968 -0.776 -0.168  0.22



C4H8OS2 | ωB97M-V/def2-TZVPD

Results
E_HOMO	-8.6	eV
gap between HOMO and LUMO	8.486	eV
SMILES	CSSCCC=O
relative energy (zero: lowest compared OMol25 entry of this formula, charge and spin)	39.5	kcal/mol
F_max	3.19	eV Å⁻¹
E_tot	-1028.76004	Eh

Last column: natural (NBO) charge in e.
Geometry (Å):
1 H 1.931 0.252 0.584  0.23
2 S 0.001 -1.578 0.215  0.05
3 C 0.455 1.170 -0.875  -0.58
4 S -0.951 0.129 -0.897  0.14
5 H 0.633 0.839 2.441  0.13
6 H -0.091 -2.968 -1.913  0.25
7 O -0.012 2.629 1.565  -0.53
8 H 2.204 1.957 0.194  0.24
9 H -1.548 -2.678 -1.154  0.23
10 H -0.792 -3.814 -0.134  0.26
11 C 1.401 1.159 0.337  -0.51
12 H 1.169 0.928 -1.659  0.22
13 C -0.512 -2.962 -0.864  -0.79
14 C 0.589 1.539 1.566  0.43
15 H 0.184 2.202 -0.961  0.25



C4H8P2 | ωB97M-V/def2-TZVPD

Results
E_HOMO (spin up / spin down)	-7.5 / -7.5	eV
gap between HOMO and LUMO (spin up / spin down)	7.942 / 7.942	eV
relative energy (zero: lowest compared OMol25 entry of this formula, charge and spin)	88.6	kcal/mol
F_max	3.78	eV Å⁻¹
E_tot	-839.74436	Eh

Last column: natural (NBO) charge in e.
Geometry (Å):
1 P -1.880 -0.213 0.403  1.09
2 H -2.067 0.550 -1.926  0.24
3 C 2.316 -0.255 0.359  -0.61
4 H 1.393 1.655 -0.293  0.24
5 H -3.664 0.636 -0.954  0.26
6 C -0.288 -0.520 1.153  -1.11
7 C 1.589 0.647 -0.563  -0.67
8 H 3.120 -0.815 -0.081  0.22
9 H 2.299 -0.079 1.441  0.23
10 P 0.685 -0.942 -0.328  0.63
11 H -2.865 -0.462 1.272  -0.03
12 H -0.135 -1.040 2.110  0.26
13 H 2.086 0.504 -1.555  0.22
14 C -2.591 0.333 -1.039  -0.98



C4H8S | ωB97M-V/def2-TZVPD

Results
E_HOMO	-8.5	eV
gap between HOMO and LUMO	9.457	eV
SMILES	CC1(S)CC1
relative energy (zero: lowest compared OMol25 entry of this formula, charge and spin)	31.4	kcal/mol
F_max	4.51	eV Å⁻¹
E_tot	-555.31986	Eh

Last column: natural (NBO) charge in e.
Geometry (Å):
1 C -0.010 -0.016 -0.373  -0.24
2 H 1.786 -0.571 0.705  0.21
3 C -1.080 0.637 0.507  -0.42
4 H -2.064 1.074 0.090  0.22
5 H -1.258 0.344 1.538  0.21
6 H 1.059 1.631 0.783  0.22
7 C 0.836 -1.088 0.344  -0.58
8 H 0.020 2.152 -0.717  0.22
9 H -0.257 -1.796 -1.964  0.12
10 H 0.406 -1.412 1.271  0.22
11 H 0.994 -1.808 -0.355  0.21
12 C 0.174 1.410 0.066  -0.41
13 S -0.606 -0.556 -1.895  0.02



C4H8S | ωB97M-V/def2-TZVPD

Results
E_HOMO	-8.5	eV
gap between HOMO and LUMO	9.448	eV
relative energy (zero: lowest compared OMol25 entry of this formula, charge and spin)	12.2	kcal/mol
F_max	2.89	eV Å⁻¹
E_tot	-555.35042	Eh

Last column: natural (NBO) charge in e.
Geometry (Å):
1 S -0.186 1.783 0.092  0.12
2 H 1.503 -0.340 0.729  0.21
3 C 0.030 -0.497 -1.762  -0.64
4 C -0.438 -0.073 -0.430  -0.24
5 H 0.815 1.233 2.144  0.22
6 H -0.444 -1.419 -2.060  0.22
7 H -1.542 -0.215 -0.329  0.21
8 H -0.935 0.743 2.130  0.20
9 C 0.373 -0.421 0.872  -0.42
10 H 0.057 -1.304 1.497  0.21
11 H -0.342 0.307 -2.526  0.22
12 H 1.117 -0.635 -1.932  0.22
13 C -0.009 0.839 1.574  -0.53



C4H8S2 | ωB97M-V/def2-TZVPD

Results
E_HOMO	-8.3	eV
gap between HOMO and LUMO	9.113	eV
SMILES	C=CSCCS
relative energy (zero: lowest compared OMol25 entry of this formula, charge and spin)	32.6	kcal/mol
F_max	2.06	eV Å⁻¹
E_tot	-953.53462	Eh

Last column: natural (NBO) charge in e.
Geometry (Å):
1 H 3.891 -0.069 0.669  0.20
2 C 1.882 -0.336 0.495  -0.39
3 C -1.991 0.445 -0.382  -0.53
4 H 3.371 -1.092 -0.784  0.20
5 H -3.924 -0.968 -0.638  0.13
6 H -0.447 0.492 1.134  0.21
7 H -2.455 1.404 -0.157  0.22
8 S 0.552 -0.901 -0.397  0.25
9 C 3.125 -0.481 0.079  -0.39
10 H 1.722 0.141 1.467  0.21
11 H -1.971 0.318 -1.474  0.22
12 C -0.578 0.501 0.050  -0.51
13 S -3.003 -0.880 0.330  -0.04
14 H -0.174 1.427 -0.393  0.22



C4H8S2 | ωB97M-V/def2-TZVPD

Results
E_HOMO	-9.0	eV
gap between HOMO and LUMO	9.775	eV
SMILES	C[C@@H](S)[C@H]1CS1
relative energy (zero: lowest compared OMol25 entry of this formula, charge and spin)	38.4	kcal/mol
F_max	3.75	eV Å⁻¹
E_tot	-953.52551	Eh

Last column: natural (NBO) charge in e.
Geometry (Å):
1 H 1.204 0.569 1.437  0.23
2 H -0.453 -2.718 0.660  0.23
3 H -1.010 -0.993 -1.392  0.23
4 H 0.670 2.112 0.884  0.21
5 H -0.568 1.472 -1.110  0.25
6 C 0.050 0.669 -0.543  -0.25
7 H -1.390 0.510 1.435  0.13
8 C 0.907 1.185 0.587  -0.50
9 C -0.686 -0.704 -0.411  -0.32
10 H 1.018 -2.261 -0.337  0.23
11 S -2.116 -0.441 0.773  -0.04
12 S 1.959 0.891 -0.905  0.05
13 H 0.534 -1.569 1.246  0.21
14 C 0.148 -1.871 0.248  -0.64



C4H8S2 | ωB97M-V/def2-TZVPD

Results
E_HOMO (spin up / spin down)	-4.9 / -9.2	eV
gap between HOMO and LUMO (spin up / spin down)	5.552 / 8.049	eV
2S+1	3
relative energy (zero: lowest compared OMol25 entry of this formula, charge and spin)	52.5	kcal/mol
F_max	6.36	eV Å⁻¹
E_tot	-953.35680	Eh

Last column: natural (NBO) charge in e.
Geometry (Å):
1 H -1.382 0.971 1.826  0.23
2 C 0.963 -0.520 -0.408  -0.29
3 H -1.486 -0.687 0.889  0.23
4 C 0.338 0.511 -1.214  -0.56
5 H -0.346 0.137 -2.005  0.22
6 H -0.630 -1.869 -1.031  0.13
7 C -1.573 0.442 0.857  -0.69
8 H -2.501 0.783 0.338  0.22
9 H 1.168 1.148 -1.561  0.25
10 S 0.138 -2.135 0.026  0.03
11 H 2.459 -0.683 1.299  0.09
12 S 2.615 -0.329 -0.057  0.08
13 H 0.485 1.348 0.866  0.18
14 C -0.248 0.883 0.174  -0.10



C4H8S3 | ωB97M-V/def2-TZVPD

Results
E_HOMO	-7.8	eV
gap between HOMO and LUMO	7.083	eV
relative energy (zero: lowest compared OMol25 entry of this formula, charge and spin)	116.0	kcal/mol
F_max	4.76	eV Å⁻¹
E_tot	-1351.57468	Eh

Last column: natural (NBO) charge in e.
Geometry (Å):
1 H 1.103 -0.560 2.873  0.22
2 H -3.472 -1.183 -1.577  0.22
3 S 0.018 -0.867 0.096  0.31
4 H 2.252 -0.787 0.519  0.22
5 C 1.470 -0.113 0.705  -0.56
6 S -1.840 1.628 0.276  0.17
7 S -0.415 2.054 -1.198  0.06
8 C -0.953 0.428 -0.543  -0.60
9 H -2.451 0.183 -2.792  0.23
10 H 0.597 0.958 2.061  0.21
11 C 1.372 0.149 2.142  -0.62
12 C -2.612 -0.723 -2.160  -0.52
13 H -1.731 -1.480 -2.138  0.21
14 H 1.604 0.776 0.109  0.24
15 H 2.347 0.680 2.354  0.21



C4H8S3 | ωB97M-V/def2-TZVPD

Results
E_HOMO	-8.4	eV
gap between HOMO and LUMO	8.992	eV
SMILES	C=C1S[C@]1(C)S.S
relative energy (zero: lowest compared OMol25 entry of this formula, charge and spin)	49.4	kcal/mol
F_max	2.71	eV Å⁻¹
E_tot	-1351.68075	Eh

Last column: natural (NBO) charge in e.
Geometry (Å):
1 H -1.465 -0.864 0.796  0.20
2 C 0.707 0.050 -1.076  -0.25
3 H -1.670 1.636 2.519  0.16
4 H -0.037 -1.411 -2.347  0.23
5 H 0.912 2.274 -2.120  0.12
6 S 0.155 1.716 -1.191  0.04
7 S 2.093 -0.120 0.175  0.16
8 C 0.817 -0.748 -2.309  -0.64
9 C -0.454 -1.024 1.000  -0.41
10 H -1.689 0.977 4.511  0.15
11 H -0.325 -1.122 2.049  0.22
12 H 1.763 -1.378 -2.256  0.24
13 C 0.449 -0.544 0.181  -0.16
14 S -2.247 0.730 3.311  -0.30
15 H 0.991 -0.173 -3.244  0.23



C4H8Si | ωB97M-V/def2-TZVPD

Results
E_HOMO	-8.7	eV
gap between HOMO and LUMO	9.605	eV
SMILES	CC1=C(C)[SiH2]1
relative energy (zero: lowest compared OMol25 entry of this formula, charge and spin)	52.6	kcal/mol
F_max	6.01	eV Å⁻¹
E_tot	-446.57248	Eh

Last column: natural (NBO) charge in e.
Geometry (Å):
1 H 1.301 1.371 -0.837  0.24
2 C -0.368 0.720 -0.049  -0.40
3 H 0.326 -2.783 -0.200  0.23
4 C 0.731 -1.818 0.217  -0.69
5 H 0.813 -2.187 1.292  0.24
6 H 1.724 -1.639 -0.309  0.22
7 Si -2.014 0.056 -0.079  1.02
8 H 1.052 1.712 1.046  0.24
9 H 0.133 2.746 -0.297  0.23
10 C 0.665 1.793 -0.024  -0.68
11 H -2.671 0.006 1.218  -0.17
12 H -2.779 0.352 -1.408  -0.16
13 C -0.288 -0.750 0.040  -0.30



C4H9BNOS | ωB97M-V/def2-TZVPD

Results
E_HOMO	-14.1	eV
gap between HOMO and LUMO	9.162	eV
net charge	+1
F_max	3.47	eV Å⁻¹
E_tot	-710.60891	Eh

Last column: natural (NBO) charge in e.
Geometry (Å):
1 H 0.823 1.425 0.233  0.28
2 H 1.031 -1.332 3.208  0.27
3 O -1.912 -0.658 -0.242  -0.93
4 H -2.197 1.470 -1.975  0.27
5 N 0.184 -0.117 1.697  -0.44
6 H -0.686 0.097 2.171  0.45
7 S 2.526 -0.952 1.084  0.36
8 C 0.457 0.395 0.345  -0.43
9 H -0.533 1.096 -2.624  0.27
10 H -0.779 2.350 -1.359  0.24
11 H 1.699 -0.616 -1.296  0.28
12 C -1.126 1.363 -1.730  -1.03
13 H -1.717 -1.482 -0.692  0.52
14 C 1.284 -0.766 -0.294  -0.50
15 C 1.123 -0.858 2.225  0.09
16 B -0.932 0.318 -0.528  1.07
17 H 0.755 -1.733 -0.223  0.24



C4H9BO2 | ωB97M-V/def2-TZVPD

Results
E_HOMO	-8.3	eV
gap between HOMO and LUMO	8.871	eV
SMILES	COC=O.C=BC
relative energy (zero: lowest compared OMol25 entry of this formula, charge and spin)	110.5	kcal/mol
F_max	3.45	eV Å⁻¹
E_tot	-333.05100	Eh

Last column: natural (NBO) charge in e.
Geometry (Å):
1 C 1.827 -0.805 -1.253  -1.10
2 O -0.540 2.003 1.445  -0.52
3 C 0.694 1.409 1.013  -0.26
4 H 2.193 -0.248 -2.104  0.25
5 C -0.954 -1.723 -1.642  -1.09
6 H 2.608 -1.117 -0.590  0.25
7 B 0.427 -1.144 -1.305  0.88
8 H 1.451 2.250 1.324  0.19
9 O -1.333 0.019 2.178  -0.60
10 H -1.416 -1.010 -2.334  0.27
11 H 0.627 1.232 -0.031  0.21
12 C -1.465 1.204 2.018  0.64
13 H -1.622 -1.556 -0.724  0.27
14 H -1.029 -2.747 -2.049  0.26
15 H 0.855 0.517 1.543  0.20
16 H -2.324 1.718 2.511  0.13



C4H9Br2N2 | ωB97M-V/def2-TZVPD

Results
E_HOMO (spin up / spin down)	-8.9 / -14.3	eV
gap between HOMO and LUMO (spin up / spin down)	5.560 / 6.118	eV
2S+1	3
net charge	+1
relative energy (zero: lowest compared OMol25 entry of this formula, charge and spin)	71.8	kcal/mol
F_max	4.52	eV Å⁻¹
E_tot	-5414.87996	Eh

Last column: natural (NBO) charge in e.
Geometry (Å):
1 H -2.160 -0.515 -1.138  0.26
2 H 2.588 1.127 -1.378  0.25
3 H 0.582 -1.077 1.508  0.46
4 Br 2.929 -1.526 -0.051  0.04
5 C -0.156 -0.486 -0.415  0.05
6 C 1.994 0.115 0.516  -0.18
7 H 0.094 -1.515 -0.709  0.26
8 H 2.546 0.527 1.365  0.28
9 Br 1.385 2.870 0.050  0.11
10 N 0.391 0.409 -1.378  -0.34
11 C -1.647 -0.325 -0.198  -0.65
12 C 1.825 1.099 -0.608  -0.29
13 N 0.607 -0.246 0.904  -0.54
14 H -2.020 -1.037 0.533  0.24
15 H -0.203 1.195 -1.612  0.39
16 H 0.170 0.545 1.404  0.44
17 H -1.893 0.688 0.121  0.23



C4H9Br3NO5S2 | ωB97M-V/def2-TZVPD

Results
E_HOMO	-6.0	eV
gap between HOMO and LUMO	8.451	eV
net charge	-1
F_max	0.98	eV Å⁻¹
E_tot	-9107.23531	Eh

Last column: natural (NBO) charge in e.
Geometry (Å):
1 C -1.759 -1.864 -1.230  -0.90
2 H 1.219 -2.348 -0.586  0.22
3 H 2.896 -2.368 -0.131  0.19
4 Br 0.583 2.323 2.689  0.10
5 N -0.643 0.645 -0.693  -1.25
6 C 1.916 -2.000 0.176  -0.63
7 O 0.139 -0.510 -2.814  -1.00
8 O -0.712 -1.234 1.040  -1.01
9 O -2.719 -0.083 0.348  -1.00
10 H -1.688 2.747 1.848  0.25
11 O 0.732 1.803 -2.326  -0.97
12 S -1.427 -0.596 -0.042  2.31
13 C -0.900 3.417 2.165  -0.49
14 Br -0.458 4.530 0.666  0.10
15 H 1.183 -0.032 0.795  0.22
16 H -2.125 -2.697 -0.633  0.23
17 C 1.936 -0.477 0.151  -0.08
18 Br -1.579 4.451 3.647  0.05
19 S 0.448 0.492 -1.834  2.50
20 H 2.912 -0.136 0.503  0.16
21 H -0.887 -2.162 -1.799  0.26
22 H 1.626 -2.387 1.148  0.22
23 O 1.851 0.009 -1.191  -0.73
24 H -2.544 -1.524 -1.898  0.24



C4H9BrClNS | ωB97M-V/def2-TZVPD

Results
E_HOMO (spin up / spin down)	-7.6 / -7.5	eV
gap between HOMO and LUMO (spin up / spin down)	7.171 / 7.085	eV
relative energy (zero: lowest compared OMol25 entry of this formula, charge and spin)	42.3	kcal/mol
F_max	3.41	eV Å⁻¹
E_tot	-3644.77419	Eh

Last column: natural (NBO) charge in e.
Geometry (Å):
1 Cl 0.696 -2.173 -3.286  0.07
2 S -0.850 -1.053 0.676  0.40
3 H 0.317 0.221 -2.417  0.26
4 N -0.361 -2.464 -1.970  -0.74
5 H 1.397 -1.121 -0.186  0.21
6 H -0.484 1.018 -1.153  0.22
7 H 1.556 2.142 -1.618  0.22
8 C 0.408 -0.765 -0.438  -0.13
9 C 0.365 0.429 -1.306  -0.51
10 H 1.192 -2.550 1.367  0.23
11 H -0.177 -2.660 2.498  0.23
12 Br -2.052 -1.936 -2.158  0.20
13 H 2.513 0.777 -1.312  0.21
14 H 1.644 1.819 -0.089  0.22
15 C 1.660 1.296 -1.000  -0.60
16 C 0.064 -2.527 1.419  -0.74
17 H -0.375 -3.336 0.758  0.25